(1)
The following is a DFT calculation (ωB97M-V with the def2-TZVPD basis set) of a gas-phase ion, C18H28NO (charge +1).

Properties
SMILES string ... CCCC[NH2+]CC#CCOc1cc(C)ccc1C(C)C

Structure (ORCA input):
```
! wB97M-V def2-TZVPD RIJCOSX def2/J DEFGRID3
* xyz 1 1
C -1.507 -2.959 -0.055
C -2.740 -2.112 0.240
C -2.407 -1.004 1.240
C -3.620 -0.173 1.639
N -4.267 0.487 0.464
C -3.519 1.651 -0.114
C -2.419 1.207 -0.943
C -1.530 0.852 -1.668
C -0.364 0.322 -2.354
O 0.476 -0.379 -1.471
C 1.278 0.335 -0.596
C 1.137 1.698 -0.379
C 1.961 2.369 0.515
C 1.823 3.845 0.727
C 2.926 1.644 1.199
C 3.061 0.286 0.986
C 2.251 -0.397 0.091
C 2.426 -1.879 -0.143
C 2.212 -2.664 1.152
C 3.810 -2.170 -0.728
H -1.145 -3.436 0.851
H -1.744 -3.734 -0.778
H -0.713 -2.337 -0.460
H -3.088 -1.686 -0.708
H -3.531 -2.749 0.643
H -1.622 -0.367 0.832
H -2.014 -1.458 2.150
H -3.339 0.600 2.356
H -4.368 -0.822 2.102
H -4.353 -0.234 -0.269
H -5.206 0.796 0.732
H -4.211 2.247 -0.718
H -3.147 2.269 0.708
H 0.167 1.136 -2.867
H -0.685 -0.415 -3.099
H 0.382 2.265 -0.905
H 1.781 4.077 1.789
H 2.687 4.362 0.311
H 0.928 4.233 0.245
H 3.576 2.148 1.898
H 3.822 -0.256 1.525
H 1.676 -2.199 -0.871
H 2.989 -2.437 1.876
H 1.249 -2.418 1.596
H 2.237 -3.732 0.949
H 3.907 -3.232 -0.942
H 3.956 -1.617 -1.653
H 4.594 -1.887 -0.032
*
```

(2)
The following is a DFT calculation (ωB97M-V with the def2-TZVPD basis set) of a molecular structure, C18H29BaN8O2S.

Structure (ORCA input):
```
! wB97M-V def2-TZVPD RIJCOSX def2/J DEFGRID3
* xyz -1 1
Ba 0.387 0.485 0.387
N -1.810 2.728 3.444
C -1.433 1.665 2.685
O -1.360 1.788 1.459
C -1.108 0.394 3.404
C 0.364 0.034 3.118
H -1.888 3.621 2.988
H -1.712 2.701 4.441
H -1.753 -0.383 2.980
H -1.346 0.490 4.478
H 0.531 -0.998 3.454
H 1.003 0.668 3.750
N 4.641 1.530 -0.915
C 5.051 0.290 -0.348
C 3.935 -0.348 0.075
N 2.783 0.321 -0.257
C 3.212 1.462 -0.937
C 2.387 2.406 -1.456
N 0.994 2.382 -1.356
C 0.570 3.520 -1.990
C 1.595 4.256 -2.489
N 2.808 3.630 -2.078
H 5.119 1.880 -1.725
H 6.095 0.043 -0.239
H 3.885 -1.283 0.618
H -0.486 3.753 -2.050
H 1.601 5.190 -3.026
H 3.567 3.586 -2.734
C -6.313 -1.255 1.288
N -5.572 -2.498 1.298
C -5.995 -3.544 2.217
C -4.791 -4.474 2.215
N -3.714 -3.515 2.011
C -4.188 -2.459 1.266
S -3.277 -1.378 0.417
H -7.298 -1.410 0.845
H -5.758 -0.538 0.688
H -6.442 -0.853 2.300
H -6.904 -4.032 1.864
H -6.183 -3.144 3.222
H -4.863 -5.199 1.398
H -4.680 -5.012 3.155
H -2.819 -3.863 1.703
O 0.743 -2.629 -1.594
C 0.296 -1.884 -2.392
C -1.489 -1.223 -5.092
C -0.503 -0.363 -4.296
C 0.782 -0.141 -5.097
C -1.129 0.982 -3.924
N -0.182 -1.036 -3.066
H -1.754 -0.719 -6.022
H -2.396 -1.390 -4.508
H -1.044 -2.191 -5.329
H 0.553 0.368 -6.034
H 1.260 -1.097 -5.322
H 1.475 0.471 -4.519
H -1.393 1.537 -4.825
H -0.424 1.568 -3.330
H -2.028 0.819 -3.326
*
```

In the order shown, the computed relative energy (zero: lowest compared OMol25 entry of this formula, charge and spin) values come out to 2.3 16.2 kcal per mole.
In the order shown, the computed orbital gap values come out to 0.279 0.064 Ha.